1.
Computed, not measured: a molecular structure, C24H32FN5O7SbSe4Tc, with wB97M-V/def2-TZVPD.

Geometry as XYZ:
```
75
Properties=species:S:1:pos:R:3:forces:R:3:lowdin_charge:R:1
H -3.199394 -4.494070 3.415760 0.063 0.011 0.016 0.138
C -5.065161 -3.121946 2.011972 0.184 -0.114 0.034 -0.128
O 2.229861 3.199625 1.768875 -0.033 0.372 0.135 -0.080
H 2.583450 -0.774455 -4.312565 0.016 -0.004 0.002 0.117
H -4.055200 -5.973302 0.875996 -0.110 -0.012 -0.009 0.144
C -2.276039 -0.456306 -0.076422 0.096 0.039 0.087 -0.111
C 4.294233 0.435069 -3.615252 -0.116 -0.045 0.119 -0.120
C -0.539399 1.627062 -0.810530 0.380 -0.185 0.235 -0.026
C -3.198811 -4.617546 2.324063 -0.185 0.093 -0.144 -0.140
C -3.653165 -0.766647 -2.998995 0.011 0.052 0.096 -0.053
H 5.275101 0.008509 -0.144865 -0.024 -0.025 -0.015 0.115
H -5.962102 -4.477052 0.589455 0.027 -0.109 0.007 0.144
H -5.513702 -5.364597 3.363151 -0.069 -0.065 0.066 0.186
C -4.066192 -5.810796 1.951772 0.326 0.056 -0.014 -0.077
F -1.336841 -2.860401 3.125073 -0.063 -0.081 -0.029 0.079
Sb 2.756313 7.376830 1.783738 0.589 -0.455 0.175 0.747
C -0.079493 0.701705 0.166278 -0.195 0.112 -0.128 -0.264
O 1.076373 0.680325 0.661159 -0.587 -0.446 0.340 -0.129
H 5.920853 -0.204509 1.490605 0.021 0.018 0.042 0.132
Se -0.748407 7.235045 -0.188906 0.032 -0.057 -0.102 0.185
H -4.582944 -0.868482 -3.558827 0.034 -0.004 0.001 0.088
C -2.822271 -2.361924 1.335321 0.049 0.016 -0.050 -0.136
H -6.091425 -6.312818 2.149035 -0.029 -0.046 0.003 0.190
Se 2.693674 6.432525 -0.978924 0.084 -0.047 0.079 0.095
H -5.138467 -2.916145 3.091947 -0.015 0.056 -0.003 0.145
H -7.007323 -4.084824 1.966993 0.009 -0.099 0.101 0.144
H 2.035202 -0.955484 -1.578700 0.036 0.011 0.051 0.127
Se 0.647484 6.758460 -1.767631 -0.167 -0.132 0.149 0.096
O 3.306250 0.658466 -1.496306 -0.056 0.110 0.248 -0.311
H 0.158386 -0.990541 2.225268 0.000 -0.031 -0.025 0.143
C -1.049433 -0.304434 0.587369 0.067 -0.049 -0.016 -0.043
C 5.566039 1.845390 0.943294 -0.065 -0.084 -0.017 -0.492
H -3.383455 -1.742807 -2.592960 -0.013 0.011 -0.021 0.073
C 3.211377 -0.658892 -3.431237 0.028 0.074 0.035 -0.125
C 5.217328 0.360780 0.883398 -0.006 0.113 0.095 -0.115
C -1.760210 1.429492 -1.390508 -0.139 0.052 0.006 0.053
C 2.392802 -0.168005 -2.239244 -0.030 -0.133 -0.173 -0.168
N -2.603193 0.430273 -1.091550 -0.057 0.080 -0.048 -0.016
N -5.485362 -5.518237 2.352804 0.061 0.023 -0.134 0.068
H 4.237863 0.908360 -4.592036 0.039 0.013 -0.009 0.119
Se 5.039256 7.818094 1.737248 -0.424 -0.051 -0.063 -0.030
O 6.659940 2.269033 1.210327 -0.016 0.021 -0.035 0.123
N 4.430720 2.614350 0.723912 -0.090 0.400 -0.122 -0.153
H -4.051688 -1.669618 -0.244328 0.090 -0.041 -0.046 0.114
H 3.444870 -0.678693 1.200683 -0.043 -0.024 -0.095 0.108
H -4.050550 1.241143 -2.332623 -0.004 0.068 0.064 0.128
H -2.085566 2.132100 -2.148286 0.023 -0.021 -0.008 0.155
C 0.257712 2.813559 -1.275464 -0.590 0.637 -0.346 -0.576
H 5.289619 0.014086 -3.494755 0.014 -0.016 -0.061 0.116
N 3.813620 0.254204 1.348449 0.063 -0.047 -0.227 -0.047
H -3.728859 -6.714723 2.454932 -0.127 -0.003 0.083 0.144
N -3.695135 -3.436607 1.629866 -0.077 -0.033 0.083 -0.087
H -2.181934 -4.833880 2.012250 0.056 -0.020 0.018 0.144
O 1.507495 2.857109 -1.006279 0.536 -0.357 0.059 -0.151
C -3.826219 0.271609 -1.896561 0.045 -0.196 -0.140 -0.170
H -4.652701 0.017976 -1.235588 -0.008 0.078 0.041 0.116
O -0.339774 3.672085 -1.924312 0.288 -0.099 0.153 0.003
H 3.349692 2.246777 -2.831129 -0.059 -0.006 0.079 0.126
H 4.582478 4.723695 0.494189 0.099 0.022 -0.020 0.078
H 4.891911 1.863676 -2.039821 0.005 -0.025 0.088 0.121
C -3.127649 -1.503203 0.292520 -0.205 -0.101 0.022 0.066
O 2.747641 5.238246 2.480831 -0.293 0.400 -0.312 -0.279
H -5.408096 -2.235212 1.486210 -0.044 0.012 0.007 0.133
C 4.004845 1.437891 -2.499738 0.063 -0.054 -0.283 -0.159
C 3.032412 4.169546 1.868085 0.060 -0.441 -0.022 -0.598
H 3.667933 -1.623126 -3.216323 0.004 0.005 -0.001 0.114
C -0.752167 -1.145175 1.662384 0.000 -0.052 0.011 0.094
C 4.420609 3.968888 1.266160 -0.279 -0.187 0.055 -0.117
C -1.626858 -2.124583 2.033951 0.060 0.100 0.057 -0.187
H 5.188829 4.115049 2.024860 0.015 0.063 0.054 0.137
C -5.982150 -4.282153 1.659760 -0.059 0.339 -0.083 -0.082
H 3.787349 0.417664 2.349856 -0.068 0.006 0.054 0.119
H -2.869297 -0.456072 -3.690413 -0.024 -0.025 -0.005 0.086
H 1.545485 0.439696 -2.572133 0.008 0.069 0.081 0.123
Tc 2.731630 1.822875 0.273408 0.787 0.489 -0.327 1.493
```
Positions in Å, forces in eV/Å.

Calculated values
F_max   0.0191 hartree/bohr
Molecular weight   1057.15 g mol⁻¹
Orbital gap   5.2 eV
Electronic energy   -11760.43427 Ha
Net charge   +2
HOMO level   -11.809 eV

=====

2.
Computed, not measured: a single C3H9OPS molecule in a non-equilibrium geometry, with wB97M-V/def2-TZVPD.

Geometry as XYZ:
```
15
Properties=species:S:1:pos:R:3:forces:R:3:lowdin_charge:R:1
H -0.086807 2.341744 -1.925705 -0.757 0.245 -0.129 0.076
H -0.389556 -0.482150 2.681196 0.854 -0.442 0.575 0.009
H 2.150284 -1.378575 0.054535 0.124 -0.551 -0.361 -0.042
P -0.071711 -0.647303 0.392290 -0.884 1.237 3.757 0.463
C 1.583247 -0.893646 0.825450 -1.012 1.731 -0.366 -0.314
H -0.530915 -3.439769 0.392017 -0.468 2.207 -0.875 -0.075
H -1.681280 1.188460 0.075433 0.910 -0.028 -0.293 0.088
S -1.051994 -2.278806 -0.327204 0.233 -2.391 0.215 0.465
H 0.571579 2.121179 -0.378896 1.370 1.054 1.794 0.047
O -0.939355 -0.255941 1.945191 0.782 0.007 -3.736 -0.310
H 2.098608 0.074103 1.091218 -0.702 -0.922 0.012 0.001
C 0.132133 1.615013 -1.157381 -0.600 -0.861 -2.051 -0.171
H -1.638393 0.352811 -1.366377 -0.310 -0.929 -1.291 0.044
C -0.963906 0.739259 -0.655832 -0.403 -0.329 2.785 -0.344
H 0.818066 0.943619 -1.645936 0.863 -0.029 -0.036 0.065
```
Positions in Å, forces in eV/Å.

Calculated values
SMILES   C=[P@](O)(S)CC
F_max   0.0788 hartree/bohr
Molecular weight   124.14 g mol⁻¹
Relative energy (zero: lowest compared OMol25 entry of this formula, charge and spin)   304.0 kJ/mol
Orbital gap   8.7 eV
Electronic energy   -934.42245 Ha
HOMO level   -8.143 eV

=====

3.
Computed, not measured: a molecular structure, C44H48FN7O3Pt2 in a non-equilibrium geometry, with wB97M-V/def2-TZVPD.

Geometry as XYZ:
```
105
Properties=species:S:1:pos:R:3:forces:R:3:lowdin_charge:R:1
C -0.667672 3.009483 -2.525352 1.766 0.309 -0.433 -0.118
C -4.379455 -3.569795 2.469032 0.412 0.063 -3.036 0.008
O -2.732106 0.328987 3.529208 -1.000 0.913 -2.126 -0.155
C -3.343402 0.466867 -2.196133 0.047 0.467 1.819 -0.082
O -0.919115 -0.519396 1.621269 1.072 0.390 -0.911 -0.407
C -1.768496 3.274794 -5.000783 -0.353 0.091 0.849 -0.037
C 3.850999 -1.264396 -3.871993 0.102 0.198 0.412 -0.110
N -2.990828 0.131549 -0.868242 -0.468 1.186 -2.720 -0.029
N -3.082032 -2.685101 0.538145 -3.180 -0.762 1.827 -0.062
C 2.428640 -2.390265 -2.494732 -1.044 0.372 0.232 -0.116
C -3.199604 -3.035928 1.863962 -1.029 0.680 0.009 -0.091
N 4.202133 -0.511416 1.171887 0.572 -0.234 0.121 0.063
C 4.475243 -3.401080 -3.059330 1.077 -0.712 -0.051 -0.054
H -2.655857 2.732307 2.632871 0.157 -0.297 0.218 0.079
H -6.220596 -3.384045 -0.447645 -0.501 -0.168 0.482 0.125
H -0.113796 3.192083 -1.616351 0.195 -1.061 0.302 0.111
H -2.174122 -1.227371 4.651884 -0.067 -0.351 0.580 0.070
H -0.276147 2.672849 3.451315 0.028 -0.120 -0.140 0.070
H 5.164376 -1.168534 -0.550556 -0.261 -0.014 -0.345 0.090
C -5.453108 -3.310490 0.308621 0.130 -0.076 -1.404 -0.077
O 0.391723 -0.170631 -1.146721 -0.517 -1.171 -0.031 -0.500
H 4.201124 -0.382208 -4.387313 -0.640 0.323 -0.183 0.110
H -3.293853 0.587545 1.098236 -0.051 0.057 0.223 0.095
H 1.556989 -6.834806 0.567095 0.120 0.009 0.331 0.120
C -1.621915 3.990848 -2.733325 -0.022 -0.398 -0.172 -0.048
C -4.748406 2.242716 -1.471895 -0.647 -0.276 0.688 -0.059
C 4.747548 -1.480110 0.395792 -0.282 1.023 1.374 -0.154
H 2.468579 -4.743457 1.476608 -0.072 0.594 0.265 0.094
C -3.573711 0.868456 0.093666 0.675 -1.460 -0.121 -0.122
H 2.218933 3.572355 -3.553481 -0.180 -0.639 -0.488 0.096
C 4.933778 -2.750195 0.881448 -0.367 -0.587 0.087 -0.083
H 2.996443 -4.342127 -1.802506 -0.063 0.139 0.158 0.113
C 1.504610 -4.705652 0.991079 0.108 0.277 -1.190 -0.065
N -0.169478 2.158953 -3.477162 -2.540 1.078 -0.678 -0.087
H -6.399477 -4.188302 1.943871 -0.011 -0.141 0.268 0.118
Pt -1.348792 -1.457898 -0.275221 -1.122 -0.367 -0.342 1.135
H 1.598908 1.030380 -0.231233 0.648 0.002 1.199 0.076
H 4.141771 4.940316 -3.367639 -0.275 0.317 0.365 0.116
C 5.183662 3.682478 -1.959295 -0.460 -0.878 -0.030 -0.016
H -5.485139 3.005250 -1.677210 0.059 0.213 0.092 0.121
C -2.350735 -0.155416 4.740291 0.260 -0.233 1.092 -0.182
C -0.461459 4.395697 4.707516 -0.736 -0.805 -1.816 -0.070
C 4.781697 -2.310659 -3.818368 -1.335 1.499 -0.286 -0.041
H 6.006952 4.352011 -1.758477 -0.016 0.132 -0.134 0.121
N 3.002649 1.845171 -2.536603 2.252 2.831 0.988 -0.080
C -4.283745 -2.840957 -0.158432 4.306 1.191 -0.702 -0.134
C -0.812367 -4.655848 -0.480609 0.318 0.474 0.462 -0.115
C -0.940143 3.476397 3.733853 0.520 -0.567 1.598 -0.094
H 0.041847 1.605813 -0.179463 -0.830 0.048 0.113 0.071
C 0.857589 -3.514577 0.661831 -1.108 -1.063 -0.030 -0.070
H -5.126699 2.251191 0.604487 0.352 0.078 0.333 0.120
H -4.347558 1.926936 -3.511273 0.069 -0.530 -0.251 0.108
C -2.610577 5.513049 4.579885 -0.046 -2.093 -1.556 -0.260
C -0.865906 2.282166 -4.698471 1.122 -0.811 1.148 -0.101
H 3.322311 -2.302839 3.869141 0.262 -0.296 0.120 0.112
F -3.479458 6.474647 4.930749 0.692 0.142 0.184 0.070
C 3.796393 -0.808820 2.430429 -0.438 -0.439 -1.950 -0.136
H 5.273423 -4.128586 -3.065760 -0.379 -0.675 0.455 0.125
H -4.380479 -3.902323 3.496565 -0.068 0.202 -0.019 0.111
N 2.645983 -1.257409 -3.221039 1.427 -0.781 0.123 -0.065
H 1.495121 -2.462306 -1.956441 -0.232 0.432 -0.027 0.084
C -2.271889 3.436306 3.356297 -0.045 1.865 -0.710 -0.088
N -0.357305 -3.444146 -0.080606 3.996 -1.082 1.732 -0.078
H 5.697318 -2.228869 -4.385241 0.021 0.018 0.079 0.122
C 4.072130 1.573183 -1.676422 -0.760 -0.657 -1.569 -0.097
H -1.416444 0.324909 5.030959 0.092 -0.010 0.638 0.081
Pt 1.287062 0.556031 -3.120160 -0.070 -0.485 0.961 1.184
H -1.668100 -4.538282 -1.128920 -0.327 -0.603 0.145 0.104
C -0.204103 -5.893259 -0.149978 0.326 0.931 -0.411 -0.022
C -4.169619 1.563592 -2.509930 1.188 -0.933 0.227 -0.073
H -2.985154 -0.142152 -3.012931 0.408 -0.244 0.246 0.101
H -0.683060 1.511068 -5.432205 0.385 0.007 -0.038 0.106
C 3.067357 3.138809 -3.044939 0.152 -0.683 1.247 -0.114
H -4.119056 4.591904 3.353844 -0.094 -0.056 0.025 0.108
C 0.587300 0.672518 -0.039708 0.813 1.870 0.317 -0.330
C 5.179286 2.395357 -1.407584 -1.640 0.264 -0.499 -0.017
H -1.905242 4.638700 -1.916986 0.114 -0.011 0.068 0.127
C -1.287519 5.433652 5.036052 -1.400 1.600 1.004 -0.031
H 0.263994 1.029943 2.174039 0.247 0.527 -0.459 0.092
H 5.949466 2.003023 -0.760047 0.027 0.122 0.018 0.118
C 3.788080 -2.116496 2.912720 0.878 0.661 -0.019 -0.051
H 1.422042 -2.707982 1.105915 -0.929 1.203 -0.496 0.097
C -5.476808 -3.758415 1.582932 -0.096 -0.329 3.076 -0.044
H 5.278051 -3.595913 0.304705 0.565 0.301 -0.292 0.105
H 4.078595 0.557183 -1.310237 -0.174 0.015 0.279 0.067
H -0.998247 6.235747 5.698899 0.306 -0.055 0.237 0.118
C 4.101189 4.039030 -2.773977 0.550 -0.927 -0.319 -0.039
H -3.169349 0.094763 5.415107 0.351 -0.342 0.454 0.093
C 1.037629 -5.891694 0.482138 -1.626 -0.562 -0.262 -0.057
H -2.016724 0.127229 2.921655 0.313 -0.169 -0.818 0.002
C -2.147390 4.158651 -3.985133 -0.019 0.202 -0.328 -0.037
H 3.358248 0.018212 2.969356 0.006 0.007 0.188 0.107
H -4.118993 -2.555247 -1.186841 -0.512 0.059 -0.248 0.097
H -0.611716 -6.856100 -0.420491 -0.332 0.236 -0.414 0.113
H -2.424691 -2.708372 2.541169 0.617 -0.280 -0.274 0.096
H 1.172001 -0.407988 1.792490 0.095 -0.324 -0.038 0.064
C 0.326167 0.199560 1.470684 -0.888 -1.255 -1.332 -0.235
H -2.257396 3.317151 -5.962847 0.247 -0.076 -0.139 0.122
H 0.529283 4.302391 5.127186 0.050 0.116 -0.116 0.106
C 4.496148 -3.046490 2.158537 -0.522 -0.341 0.283 -0.090
C -3.099587 4.517818 3.702548 0.575 0.368 1.077 -0.003
C -4.515832 1.817373 -0.173364 -0.929 1.237 -0.197 -0.038
H 4.722287 -4.045416 2.501185 -0.359 -0.121 0.346 0.112
C 3.283585 -3.466797 -2.366205 0.211 0.321 -0.650 -0.035
H -2.806188 5.001162 -4.135347 -0.220 -0.108 -0.364 0.126
```
Positions in Å, forces in eV/Å.

Calculated values
Spin multiplicity   5
F_max   0.0880 hartree/bohr
Molecular weight   1132.07 g mol⁻¹
Orbital gap (spin up / spin down)   7.1 / 5.3 eV
Electronic energy   -2652.22152 Ha
Net charge   +2
HOMO level (spin up / spin down)   -11.980 / -11.982 eV